{"formula": "C22H34N2O6P2Ti", "method": "wB97M-V/def2-TZVPD", "charge": 2, "e_above_lowest_kj_mol": 148.2, "total_energy_ev": -80297.231, "fmax_ev_per_a": 3.85, "e_lumo_ev": [-7.56, -7.56], "molar_mass_g_mol": 532.337, "orbital_gap_ev": [5.66, 5.66], "species": ["P", "P", "C", "C", "H", "H", "H", "H", "C", "H", "H", "H", "C", "H", "H", "H", "C", "H", "H", "H", "C", "H", "H", "H", "Ti", "C", "C", "C", "C", "C", "C", "C", "C", "C", "H", "H", "H", "H", "H", "H", "H", "H", "H", "H", "H", "H", "H", "H", "H", "O", "C", "O", "C", "C", "C", "C", "C", "C", "N", "O", "O", "N", "O", "O", "H", "H", "H"], "positions_angstrom": [[-0.222, -2.054, -3.356], [0.064, 1.565, -3.485], [-0.521, -0.848, -4.767], [0.380, 0.394, -4.830], [-1.591, -0.589, -4.718], [-0.369, -1.427, -5.684], [1.454, 0.162, -4.830], [0.155, 0.963, -5.735], [-1.506, 2.408, -3.854], [-1.781, 3.074, -3.015], [-2.323, 1.687, -4.057], [-1.320, 3.027, -4.753], [1.326, 2.858, -3.382], [1.094, 3.588, -4.170], [2.328, 2.432, -3.546], [1.259, 3.342, -2.398], [-1.282, -3.449, -3.886], [-1.283, -4.204, -3.093], [-0.834, -3.874, -4.796], [-2.302, -3.102, -4.111], [1.402, -2.788, -3.754], [2.218, -2.055, -3.803], [1.309, -3.298, -4.719], [1.612, -3.548, -2.989], [0.699, -1.255, 1.159], [0.585, 1.934, -0.218], [-0.738, 1.838, 0.032], [-1.670, 0.997, -0.777], [-1.975, -0.513, -0.574], [-0.909, -1.536, -0.435], [0.232, -1.579, -1.398], [0.992, -0.246, -1.562], [1.468, 0.648, -0.425], [2.449, -2.193, 1.576], [1.157, 2.827, 0.056], [-1.196, 2.172, 0.971], [-1.321, 1.110, -1.814], [-2.652, 1.500, -0.743], [-2.698, -0.595, 0.250], [-2.563, -0.776, -1.474], [-1.339, -2.511, -0.179], [0.846, -2.496, -1.387], [0.284, 0.373, -2.238], [1.879, -0.462, -2.193], [1.782, 0.066, 0.527], [2.473, 1.008, -0.758], [3.293, -1.521, 1.831], [2.703, -2.897, 0.770], [2.025, -2.721, 2.461], [-0.734, -0.801, 2.480], [0.012, 0.079, 3.075], [1.115, 0.357, 2.464], [-0.309, 0.544, 4.421], [0.532, 1.512, 4.976], [0.501, 1.696, 6.376], [-0.392, 1.000, 7.199], [-1.287, 0.119, 6.588], [-1.246, -0.149, 5.210], [-2.280, -0.595, 7.372], [-2.298, -0.428, 8.610], [-3.072, -1.341, 6.758], [1.532, 2.519, 6.969], [2.300, 3.139, 6.197], [1.641, 2.568, 8.216], [1.208, 2.096, 4.344], [-0.377, 1.124, 8.280], [-1.919, -0.874, 4.742]]}



{"formula": "C22H34N4O3", "method": "wB97M-V/def2-TZVPD", "charge": 0, "e_above_lowest_kj_mol": 157.0, "total_energy_ev": -35469.048, "smiles": "COc1ccccc1N1CCN([C@H]2CCCN(C(=O)CCC(=O)N(C)C)C2)CC1", "fmax_ev_per_a": 0.65, "e_lumo_ev": 0.81, "molar_mass_g_mol": 402.539, "orbital_gap_ev": 8.11, "species": ["C", "H", "H", "H", "O", "C", "C", "C", "C", "C", "C", "N", "C", "C", "N", "C", "C", "C", "H", "H", "C", "N", "C", "O", "C", "C", "C", "O", "N", "C", "H", "H", "H", "C", "H", "H", "H", "H", "H", "H", "H", "C", "H", "H", "H", "H", "H", "H", "H", "C", "C", "H", "H", "H", "H", "H", "H", "H", "H", "H", "H", "H", "H"], "positions_angstrom": [[1.111, 1.937, -6.716], [1.832, 2.748, -6.563], [0.171, 2.358, -7.072], [1.502, 1.242, -7.466], [0.798, 1.281, -5.514], [1.787, 0.575, -4.870], [3.103, 0.558, -5.297], [4.057, -0.213, -4.648], [3.686, -0.975, -3.562], [2.377, -0.948, -3.111], [1.397, -0.174, -3.732], [0.063, -0.195, -3.340], [-0.639, 1.045, -3.094], [-0.493, 1.492, -1.632], [-1.045, 0.467, -0.765], [-1.158, 0.788, 0.658], [-1.352, 2.269, 0.987], [-1.482, 2.422, 2.501], [-1.648, 3.469, 2.762], [-0.553, 2.087, 2.966], [-2.640, 1.576, 3.033], [-2.464, 0.196, 2.647], [-2.185, -0.857, 3.438], [-2.001, -1.975, 2.979], [-2.103, -0.640, 4.945], [-0.727, -0.063, 5.329], [0.346, -0.427, 4.308], [0.800, 0.437, 3.571], [0.779, -1.700, 4.258], [0.239, -2.798, 5.023], [-0.624, -3.232, 4.509], [1.011, -3.561, 5.122], [-0.054, -2.476, 6.020], [1.650, -2.094, 3.173], [1.110, -2.742, 2.479], [2.519, -2.625, 3.565], [1.976, -1.196, 2.653], [-0.768, 1.028, 5.337], [-0.440, -0.395, 6.329], [-2.239, -1.623, 5.397], [-2.903, 0.006, 5.305], [-2.379, 0.030, 1.212], [-2.307, -1.037, 1.005], [-3.287, 0.422, 0.744], [-2.711, 1.674, 4.114], [-3.583, 1.928, 2.594], [-0.497, 2.854, 0.648], [-2.253, 2.643, 0.493], [-0.262, 0.448, 1.204], [-0.302, -0.767, -0.960], [-0.416, -1.204, -2.424], [0.110, -2.144, -2.593], [-1.477, -1.358, -2.648], [-0.719, -1.545, -0.319], [0.760, -0.629, -0.688], [-1.051, 2.418, -1.504], [0.575, 1.684, -1.419], [-0.268, 1.823, -3.755], [-1.701, 0.876, -3.302], [2.123, -1.543, -2.249], [4.413, -1.588, -3.049], [5.075, -0.215, -5.005], [3.402, 1.134, -6.158]]}



{"formula": "C22H35AlN3O3SSi4", "method": "wB97M-V/def2-TZVPD", "multiplicity": 2, "charge": -2, "e_above_lowest_kj_mol": 151.3, "total_energy_ev": -82941.275, "fmax_ev_per_a": 2.64, "e_lumo_ev": [4.19, 4.17], "molar_mass_g_mol": 560.933, "orbital_gap_ev": [3.63, 4.19], "species": ["Al", "O", "C", "N", "C", "O", "C", "C", "C", "C", "C", "N", "C", "C", "C", "C", "C", "N", "H", "H", "H", "H", "H", "H", "H", "H", "C", "Si", "C", "C", "Si", "Si", "C", "C", "C", "Si", "C", "C", "C", "H", "H", "H", "H", "H", "H", "H", "H", "H", "H", "H", "H", "H", "H", "H", "H", "H", "H", "H", "H", "H", "H", "H", "H", "H", "H", "H", "S", "C", "O"], "positions_angstrom": [[0.056, 0.397, -0.095], [-0.746, -0.886, -3.895], [-0.303, -0.493, -2.820], [-0.967, -0.138, -1.688], [-2.330, 0.137, -1.736], [-3.120, -0.169, -2.634], [-2.724, 0.919, -0.574], [-4.000, 1.495, -0.457], [-4.260, 2.378, 0.578], [-3.192, 2.696, 1.462], [-2.004, 2.013, 1.331], [-1.820, 0.977, 0.485], [1.156, -0.266, -2.645], [2.047, -0.329, -3.711], [3.367, 0.072, -3.520], [3.722, 0.557, -2.267], [2.780, 0.504, -1.255], [1.592, -0.081, -1.383], [-4.735, 1.258, -1.216], [-5.230, 2.851, 0.678], [-3.307, 3.431, 2.248], [-1.154, 2.195, 1.985], [1.668, -0.656, -4.669], [4.083, 0.046, -4.330], [4.713, 0.937, -2.065], [2.980, 0.846, -0.242], [-0.420, -5.498, 0.295], [-0.273, -3.761, -0.487], [1.235, -3.825, -1.623], [-1.834, -3.540, -1.515], [-0.005, -2.105, 1.154], [2.005, -2.389, 2.333], [2.163, -1.143, 3.731], [3.510, -2.266, 1.202], [2.127, -4.124, 3.131], [-1.804, -2.134, 2.647], [-1.632, -0.766, 3.928], [-1.879, -3.760, 3.647], [-3.460, -2.017, 1.752], [-0.513, -6.286, -0.464], [-1.303, -5.543, 0.937], [0.455, -5.722, 0.910], [1.046, -4.479, -2.481], [2.103, -4.212, -1.084], [1.488, -2.837, -2.003], [-1.832, -4.240, -2.358], [-1.938, -2.536, -1.931], [-2.718, -3.747, -0.908], [1.943, -0.159, 3.306], [3.171, -1.158, 4.160], [1.455, -1.363, 4.533], [3.456, -1.362, 0.604], [3.566, -3.121, 0.524], [4.434, -2.239, 1.790], [1.289, -4.286, 3.813], [3.056, -4.256, 3.700], [2.091, -4.901, 2.364], [-0.804, -0.984, 4.606], [-2.546, -0.667, 4.523], [-1.425, 0.182, 3.440], [-0.966, -3.887, 4.234], [-1.971, -4.618, 2.977], [-2.731, -3.779, 4.340], [-3.469, -1.194, 1.040], [-4.276, -1.857, 2.465], [-3.666, -2.942, 1.207], [0.576, 3.894, -1.132], [0.366, 2.417, -0.700], [0.998, 0.819, 1.329]]}



{"formula": "C22H35AlNO18", "method": "wB97M-V/def2-TZVPD", "charge": -1, "total_energy_ev": -68323.747, "fmax_ev_per_a": 2.11, "e_lumo_ev": 2.33, "molar_mass_g_mol": 628.493, "orbital_gap_ev": 5.99, "species": ["C", "C", "Al", "N", "C", "C", "H", "H", "H", "H", "H", "H", "H", "H", "H", "H", "H", "C", "C", "O", "C", "O", "O", "H", "H", "H", "H", "C", "C", "O", "C", "O", "O", "H", "H", "H", "H", "C", "C", "O", "C", "O", "O", "H", "H", "H", "H", "C", "C", "O", "C", "O", "O", "H", "H", "H", "H", "C", "C", "O", "C", "O", "O", "H", "H", "H", "H", "C", "C", "O", "C", "O", "O", "H", "H", "H", "H"], "positions_angstrom": [[-0.586, 0.530, -0.004], [-0.905, 0.182, -1.280], [0.130, -1.422, -1.974], [1.658, -0.604, -2.703], [2.758, -0.475, -1.741], [3.200, 0.974, -1.525], [-0.047, 1.455, 0.246], [-0.844, -0.179, 0.773], [-1.542, 0.772, -1.953], [-0.701, -2.267, -3.121], [0.563, -2.391, -0.739], [1.434, 0.318, -3.060], [2.485, -0.902, -0.766], [3.632, -1.043, -2.099], [3.327, 1.493, -2.477], [4.149, 1.006, -0.972], [2.463, 1.511, -0.923], [1.103, 1.871, -6.309], [1.186, 3.352, -6.624], [0.868, 3.948, -5.367], [1.145, 3.048, -4.381], [1.142, 3.303, -3.225], [1.426, 1.839, -4.920], [1.814, 1.262, -6.861], [0.098, 1.467, -6.443], [2.195, 3.657, -6.912], [0.476, 3.683, -7.378], [-3.986, 3.332, -0.730], [-3.808, 2.039, 0.037], [-5.175, 1.633, 0.247], [-5.941, 2.200, -0.700], [-7.087, 1.938, -0.903], [-5.238, 3.123, -1.400], [-3.199, 3.515, -1.457], [-4.086, 4.195, -0.069], [-3.295, 1.279, -0.549], [-3.303, 2.175, 0.986], [-0.438, -3.008, 4.363], [-1.471, -2.592, 3.335], [-0.806, -1.514, 2.661], [0.525, -1.685, 2.801], [1.367, -1.090, 2.211], [0.787, -2.648, 3.720], [-0.439, -4.073, 4.577], [-0.524, -2.443, 5.294], [-1.680, -3.379, 2.608], [-2.399, -2.228, 3.767], [0.220, 2.763, 3.517], [-0.297, 1.359, 3.395], [-1.713, 1.545, 3.594], [-2.013, 2.822, 3.265], [-3.122, 3.238, 3.111], [-0.896, 3.565, 3.105], [1.065, 2.950, 2.864], [0.488, 3.030, 4.539], [-0.128, 0.954, 2.399], [0.116, 0.690, 4.143], [-1.433, -6.718, -2.061], [-1.341, -5.225, -2.323], [-1.790, -4.693, -1.078], [-1.594, -5.590, -0.108], [-1.706, -5.389, 1.062], [-1.249, -6.794, -0.641], [-0.666, -7.303, -2.562], [-2.418, -7.123, -2.304], [-0.323, -4.876, -2.498], [-1.978, -4.867, -3.125], [4.235, 0.001, 3.049], [4.182, 1.467, 2.661], [3.123, 1.955, 3.495], [2.989, 1.128, 4.554], [2.238, 1.316, 5.462], [3.755, 0.033, 4.404], [5.235, -0.423, 3.026], [3.553, -0.612, 2.457], [5.101, 2.000, 2.917], [3.934, 1.638, 1.617]]}



{"formula": "C22H35As3BN7O2Pt", "method": "wB97M-V/def2-TZVPD", "multiplicity": 5, "charge": 2, "e_above_lowest_kj_mol": 77.8, "total_energy_ev": -224327.415, "fmax_ev_per_a": 0.75, "e_lumo_ev": [-4.47, -8.68], "molar_mass_g_mol": 860.225, "orbital_gap_ev": [7.32, 5.65], "species": ["Pt", "C", "As", "C", "C", "C", "C", "C", "C", "C", "As", "C", "C", "H", "H", "H", "H", "H", "H", "H", "H", "H", "H", "H", "H", "H", "H", "H", "H", "C", "As", "C", "C", "O", "H", "H", "H", "H", "H", "H", "H", "H", "H", "B", "C", "N", "H", "H", "H", "N", "C", "C", "C", "N", "C", "N", "C", "N", "C", "C", "O", "N", "C", "N", "H", "H", "H", "H", "H", "H", "H"], "positions_angstrom": [[0.258, -0.387, -0.135], [2.965, -2.591, 1.667], [2.000, -0.910, 1.583], [3.463, 0.345, 1.818], [1.027, -0.760, 3.259], [1.675, -0.398, 4.434], [0.948, -0.207, 5.602], [-0.428, -0.369, 5.597], [-1.084, -0.742, 4.431], [-0.363, -0.951, 3.261], [-1.192, -1.467, 1.591], [-0.943, -3.393, 1.601], [-3.109, -1.376, 1.839], [3.496, -2.640, 2.617], [3.678, -2.625, 0.846], [2.289, -3.438, 1.589], [4.143, 0.006, 2.599], [3.068, 1.320, 2.097], [4.010, 0.421, 0.881], [2.748, -0.255, 4.454], [1.457, 0.077, 6.513], [-0.996, -0.210, 6.504], [-2.159, -0.869, 4.446], [-1.356, -3.811, 2.517], [0.114, -3.638, 1.534], [-1.460, -3.818, 0.742], [-3.387, -1.885, 2.761], [-3.554, -1.894, 0.992], [-3.458, -0.349, 1.851], [-4.535, 0.921, -2.004], [-2.684, 0.527, -2.303], [-2.579, -0.899, -3.576], [-1.885, 2.098, -3.063], [-1.980, 0.114, -0.841], [-5.029, 1.175, -2.941], [-4.615, 1.758, -1.312], [-5.009, 0.045, -1.565], [-3.021, -0.593, -4.523], [-3.127, -1.753, -3.179], [-1.530, -1.145, -3.715], [-2.393, 2.373, -3.986], [-0.839, 1.892, -3.266], [-1.969, 2.913, -2.345], [0.300, -4.442, -2.866], [0.301, -3.188, -1.959], [0.297, -2.264, -1.280], [1.221, -5.202, -2.611], [-0.685, -4.627, -3.505], [1.045, -4.605, -3.899], [-0.101, 1.756, 0.975], [-0.942, 2.380, 1.455], [-1.995, 3.087, 2.065], [-2.085, 4.476, 1.875], [-2.150, 5.613, 1.680], [-2.924, 2.361, 2.829], [-3.663, 1.720, 3.441], [3.689, 3.285, -3.077], [2.812, 2.151, -2.847], [2.339, 1.229, -3.861], [1.357, 0.380, -3.063], [0.645, -0.480, -3.525], [1.400, 0.779, -1.742], [2.233, 1.833, -1.689], [2.465, 2.513, -0.569], [4.069, 3.225, -4.093], [4.548, 3.260, -2.404], [3.157, 4.231, -2.965], [3.143, 0.605, -4.255], [1.843, 1.732, -4.691], [1.954, 2.264, 0.260], [3.070, 3.314, -0.551]]}



{"formula": "C22H35Cl2N11Rb", "method": "wB97M-V/def2-TZVPD", "charge": 1, "e_above_lowest_kj_mol": 0.0, "total_energy_ev": -65468.281, "fmax_ev_per_a": 0.10, "e_lumo_ev": -2.51, "molar_mass_g_mol": 609.973, "orbital_gap_ev": 8.53, "species": ["Rb", "C", "C", "N", "C", "C", "N", "C", "C", "N", "H", "H", "H", "H", "H", "H", "H", "H", "H", "H", "H", "H", "H", "H", "H", "Cl", "C", "Cl", "H", "H", "N", "C", "C", "N", "H", "H", "H", "H", "H", "H", "H", "H", "H", "C", "C", "N", "C", "C", "C", "C", "C", "C", "C", "C", "N", "C", "N", "H", "H", "H", "H", "H", "H", "H", "H", "H", "N", "C", "N", "C", "N"], "positions_angstrom": [[0.154, 0.262, -0.923], [0.483, 1.348, -4.551], [-0.520, 2.139, -3.706], [0.044, 2.789, -2.525], [1.248, 3.599, -2.713], [2.311, 3.308, -1.646], [2.540, 1.890, -1.425], [3.394, 1.180, -2.360], [2.810, 0.980, -3.760], [1.421, 0.480, -3.817], [-0.116, 0.733, -5.226], [1.039, 2.034, -5.197], [-1.011, 2.842, -4.395], [-1.306, 1.459, -3.357], [-0.677, 3.339, -2.076], [1.655, 3.416, -3.704], [1.024, 4.671, -2.686], [3.229, 3.852, -1.918], [1.964, 3.725, -0.697], [2.896, 1.727, -0.491], [4.373, 1.668, -2.496], [3.597, 0.204, -1.910], [2.881, 1.914, -4.321], [3.473, 0.282, -4.280], [1.436, -0.408, -4.299], [-2.182, -2.069, -2.178], [-3.270, -1.463, -0.896], [-3.341, 0.305, -0.909], [-2.868, -1.786, 0.058], [-4.260, -1.852, -1.096], [-0.177, -4.326, -0.330], [1.292, -4.589, -0.200], [2.076, -3.856, -1.274], [1.866, -2.413, -1.188], [-0.443, -3.403, 0.171], [-0.725, -5.060, 0.114], [-0.463, -4.258, -1.306], [1.460, -5.662, -0.270], [1.579, -4.257, 0.798], [1.746, -4.204, -2.257], [3.122, -4.158, -1.169], [2.129, -1.968, -2.060], [2.465, -2.005, -0.473], [0.645, 2.957, 3.561], [0.899, 2.296, 2.371], [-0.036, 1.613, 1.708], [-1.254, 1.556, 2.239], [-1.610, 2.164, 3.438], [-0.632, 2.899, 4.094], [-2.993, 2.085, 3.948], [-3.729, 0.988, 4.110], [-3.284, -0.414, 3.959], [-4.185, -1.404, 3.581], [-3.717, -2.705, 3.548], [-2.464, -3.023, 3.856], [-1.682, -2.002, 4.198], [-2.020, -0.722, 4.268], [1.434, 3.504, 4.057], [1.891, 2.302, 1.934], [-2.002, 0.997, 1.684], [-0.864, 3.406, 5.023], [-3.460, 3.038, 4.179], [-4.764, 1.107, 4.410], [-5.212, -1.166, 3.340], [-4.375, -3.525, 3.280], [-0.653, -2.237, 4.450], [2.911, -0.116, 0.987], [2.127, -0.704, 1.609], [1.256, -1.404, 2.310], [0.195, -1.766, 1.677], [-0.772, -2.140, 1.127]]}